Record 1
Entry from the Open Molecules 2025 dataset: 3 unconnected molecules or ions with the total composition C15H36B3IO6 at a distorted geometry (ωB97M-V with the def2-TZVPD basis set).

XYZ file:
```
61
Properties=species:S:1:pos:R:3:forces:R:3
H -2.207 -4.021 0.758 0.4 0.0 0.1
H -0.321 3.275 8.111 0.2 -0.1 0.0
H -1.132 0.368 -3.278 0.1 -2.1 -1.1
H 0.913 3.730 2.317 0.6 -2.1 -0.9
C -0.243 2.080 4.002 0.5 0.6 -0.7
H -3.295 -0.272 -4.593 1.8 -1.0 -1.0
H 0.535 2.894 4.387 -1.8 -2.1 -0.7
B -0.598 -2.177 -1.435 0.4 -0.7 0.7
H -1.262 -0.276 -9.542 0.0 -0.2 -0.1
O -0.439 -2.568 1.296 0.6 -0.6 -4.3
O 0.476 -1.346 -0.857 -2.3 -3.3 2.3
H 1.081 -0.675 5.140 -0.2 -0.1 -2.3
C -2.028 -2.898 -10.058 0.0 -0.4 -0.1
C -0.654 -1.049 -9.059 0.3 0.1 0.2
H -0.415 1.023 1.890 1.7 0.6 1.7
B 0.659 -1.884 0.525 1.3 0.1 1.5
C 1.601 2.637 7.350 0.2 0.5 0.4
C -1.211 -0.721 -3.708 -1.2 -0.5 -0.3
H 3.390 -0.148 1.660 -2.5 -0.8 -0.2
C 0.422 1.417 2.640 0.1 0.7 0.0
H -2.631 -3.786 -9.838 0.2 0.1 0.0
H -3.116 -1.297 -8.370 0.3 -0.3 0.2
H 2.417 0.794 3.565 -1.8 -1.1 -1.3
C 0.986 -0.926 4.000 -0.7 -1.1 -0.6
H 1.518 -1.985 3.857 -1.0 2.5 0.1
H -1.221 2.679 3.695 1.9 -1.4 0.7
C 1.205 2.683 1.878 0.6 -1.2 -0.5
H -2.606 -1.997 -5.046 0.7 2.5 -0.1
B -1.206 -3.472 0.416 2.6 1.4 -0.9
H 0.776 2.637 9.357 0.0 0.1 -0.1
I -3.508 -0.736 -1.489 1.2 -0.6 -0.3
H 1.252 1.628 7.104 0.0 0.2 -0.2
H 2.364 2.448 2.022 -2.4 1.0 -0.3
H 3.680 2.165 6.982 -0.1 0.0 0.1
H -0.159 -1.134 3.734 2.4 0.5 0.7
H 1.794 4.325 6.377 -0.1 -0.4 0.0
C -1.759 -1.681 -2.492 1.3 -0.9 -1.8
H -1.218 -3.185 -10.736 -0.1 0.0 0.0
H 3.182 1.970 8.678 0.0 0.1 -0.1
H 1.875 0.283 0.626 0.6 -0.9 2.3
H -0.865 -3.032 -8.252 -0.2 0.1 0.1
C -2.335 -0.849 -4.938 0.9 0.2 1.2
H 0.197 -1.280 -9.707 -0.1 0.1 0.1
C 2.212 -0.328 1.592 1.0 1.2 -0.7
H 1.017 2.661 0.704 0.3 0.2 2.5
H -0.189 -1.121 -4.163 -2.0 0.9 1.4
H -2.192 -2.658 -2.998 0.7 2.0 1.2
H -1.824 -0.408 -5.899 -1.5 -1.0 1.8
O 1.947 -1.744 1.293 -3.4 1.2 -1.7
C -1.481 -2.293 -8.775 -0.3 0.4 -0.5
C 3.058 2.583 7.781 0.2 -0.3 -0.1
C 1.543 0.230 2.980 0.1 0.9 0.7
H -0.276 -0.616 -8.126 0.0 -0.1 -0.1
H -2.685 -2.191 -10.577 0.2 0.1 0.0
H 3.443 3.588 7.988 -0.1 0.0 0.1
O -0.684 -3.614 -0.989 -1.4 3.7 2.3
H -0.456 1.308 4.855 0.3 1.5 -1.7
O -2.564 -1.953 -7.914 -0.2 0.0 0.1
O 1.487 3.427 6.169 0.2 0.3 0.0
H 1.025 4.259 8.670 0.1 -0.1 0.0
C 0.723 3.231 8.440 -0.4 -0.1 0.1
```
Positions in Å, forces in eV/Å.

Summary:
* orbital gap: 9.4 eV
* E_LUMO: -0.00564 hartree
* SMILES string: CC[C@H](I)B1OBOB(OC[C@H](C)C(C)C)O1.CC(C)O.CC(C)O
* HOMO: -9.54 eV

=====

Record 2
Entry from the Open Molecules 2025 dataset: a molecular structure, C3H4LiO2 at a distorted geometry (ωB97M-V with the def2-TZVPD basis set).

XYZ file:
```
10
Properties=species:S:1:pos:R:3:forces:R:3
H 1.583 0.955 -0.574 -1.5 -1.0 -0.8
C 1.195 0.331 0.254 1.1 2.6 1.9
C -0.556 -1.270 -0.737 3.7 1.2 -0.5
C -0.808 1.144 -0.145 0.8 1.4 0.2
H -1.319 1.319 0.830 0.3 -0.1 0.1
H 0.776 -0.145 1.164 -1.1 -0.5 -1.4
O 0.752 -1.067 -0.781 -4.0 -2.5 -0.8
O -1.288 -0.140 -0.482 -0.6 -1.9 0.1
Li -2.448 -1.684 -0.359 -0.1 0.2 -0.1
H 2.112 0.556 0.829 1.4 0.6 1.1
```
Positions in Å, forces in eV/Å.

Summary:
* energy relative to the best compared isomer or geometry (same formula, charge and spin): 187.76 kcal per mole
* orbital gap (spin up / spin down): 2.8 / 2.8 eV
* charge: -1
* E_LUMO (spin up / spin down): 0.09121 / 0.09064 hartree
* HOMO (spin up / spin down): -0.29 / -0.32 eV

=====

Record 3
Entry from the Open Molecules 2025 dataset: a single HNO3S molecule at a distorted geometry (ωB97M-V with the def2-TZVPD basis set).

XYZ file:
```
6
Properties=species:S:1:pos:R:3:forces:R:3
O -0.871 -2.455 -1.358 1.7 0.2 -1.2
O 0.250 -0.546 -1.699 0.6 0.6 0.2
H -0.693 -0.304 0.403 0.4 -2.6 3.3
S -0.767 0.429 -0.577 0.5 0.7 -4.9
O 0.813 -2.467 -2.761 0.3 0.8 0.1
N 0.069 -1.979 -1.990 -3.5 0.4 2.5
```
Positions in Å, forces in eV/Å.

Summary:
* energy relative to the best compared isomer or geometry (same formula, charge and spin): 50.82 kcal per mole
* orbital gap: 9.5 eV
* E_LUMO: -0.03197 hartree
* HOMO: -10.41 eV